(1)
# C22H62AsF6O9

A structure of composition C22H62AsF6O9 in a non-equilibrium geometry (wB97M-V/def2-TZVPD, the Open Molecules 2025 dataset).

Properties
- LUMO level (eV) = 2.63
- highest occupied orbital energy (eV) = -7.198
- total energy (eV) = -119396.5417
- total charge = -1
- frontier orbital gap (Ha) = 0.3613
- max |F| (eV/Å) = 1.9
- energy relative to the best compared isomer or geometry (same formula, charge and spin) (kcal per mole) = 15.9

Structure (XYZ):
```
100
Properties=species:S:1:pos:R:3:forces:R:3
As 0.05235 -0.04832 -0.20294 0.1 -0.2 0.3
F 0.80032 0.78074 -1.54013 -0.3 -0.2 0.0
F -0.73329 1.44049 0.28240 -0.2 -0.3 -0.5
F -0.72326 -0.80224 1.17884 0.3 0.0 -0.4
F 1.42992 0.36999 0.76902 -0.4 -0.3 -0.2
F -1.31988 -0.53945 -1.19901 0.3 0.9 0.4
F 0.76980 -1.55638 -0.70351 0.0 0.2 0.3
O 3.51582 -2.01254 -3.27729 -0.1 -0.5 -0.5
O -4.94317 -2.93510 -1.98746 -0.3 0.3 -0.4
O -2.32465 0.85403 3.03729 0.0 0.2 -0.3
O -0.16809 3.36668 2.20328 0.1 0.1 -0.1
O 1.28712 2.24178 4.39083 -0.2 0.1 0.2
O -0.98043 -3.02903 3.29278 -0.4 -1.0 -0.1
O -2.06015 -2.50283 -2.92447 -0.3 -0.1 -0.3
O 0.09854 2.65203 -3.56968 0.0 0.4 -0.3
O 3.07817 -3.02095 -0.65881 -0.8 -0.6 0.5
C -1.31171 2.81639 -3.46802 0.2 -0.4 0.4
C -0.27803 -1.73409 5.14137 1.3 -0.4 0.7
C 2.81249 -4.45112 -0.55952 0.4 1.2 -0.5
C -1.72393 4.23140 -3.76671 -0.2 0.3 -0.7
C -4.64350 0.17924 3.10109 0.4 0.7 0.3
C -1.53854 -1.20596 -4.85208 1.6 0.5 0.8
C 2.51021 1.64519 4.07486 0.9 -0.9 -1.5
C 1.35599 -2.33482 3.29137 0.2 0.2 -0.1
C 3.48029 -0.61805 -3.46932 0.1 0.5 0.7
C 4.02744 -5.12225 0.04936 -0.8 -0.1 -0.5
C 3.50604 2.66419 3.49146 0.1 -0.4 0.9
C 3.06559 0.87330 5.27004 -0.4 1.7 0.4
C -5.07447 -0.52297 -1.67200 -0.1 0.6 -0.5
C -1.22156 5.11479 0.90275 -0.2 0.2 -0.8
C -1.38569 -2.57119 -4.19488 -1.0 -0.2 0.4
C 1.06275 4.27259 0.35195 -0.2 0.6 -1.2
C -5.58752 -1.73599 -2.44360 1.0 -0.4 0.3
C 4.89683 -0.06667 -3.55493 0.0 0.1 -0.4
C -3.62024 1.22920 2.61193 -0.7 -0.9 -0.4
C 0.14774 -2.78123 4.11671 0.2 1.3 -0.4
C 0.02653 -3.03751 -3.94582 1.2 1.1 -0.8
C 0.06333 4.58641 1.47000 0.9 -1.3 0.0
H 0.56959 -3.21228 -4.88277 -0.2 -0.3 0.0
H -0.62270 -0.82513 4.65511 -0.4 -0.1 0.0
H 0.59910 -1.45411 5.74457 0.0 0.0 -0.1
H -1.14346 4.62804 -4.60505 0.3 0.1 0.4
H 3.73312 -6.16184 0.21285 0.4 -0.1 0.2
H 2.95298 -0.36462 -4.39304 -0.1 -0.3 0.0
H -6.66455 -1.88933 -2.37947 0.0 0.1 0.2
H -3.68432 1.25753 1.51629 0.2 0.2 0.1
H -1.73377 -1.71427 -2.45414 0.0 -0.4 -0.1
H 3.79304 3.34299 4.30067 0.0 0.3 -0.3
H -4.04346 -2.89623 -2.35411 0.0 -0.1 0.2
H 4.25864 -4.61379 0.98241 0.1 -0.2 0.1
H 2.19031 -2.63058 -0.55808 0.6 0.4 -0.1
H 1.92653 -4.62069 0.05841 0.1 0.1 0.1
H -5.33003 0.37603 -2.24942 -0.1 0.0 0.3
H 2.28380 -2.24493 3.86283 -0.1 -0.4 0.3
H -2.74328 4.28814 -4.15825 -0.2 -0.3 0.3
H 2.07888 4.06731 0.67502 -0.1 -0.3 0.3
H -0.85408 -0.56617 -4.27041 0.0 0.2 -0.3
H 3.06196 3.19276 2.65294 -0.1 0.2 0.0
H -4.53133 -0.77982 2.59860 0.2 0.0 0.0
H 1.49683 -3.06501 2.49132 0.2 0.1 -0.1
H 0.55413 5.23759 2.19492 -0.3 0.3 0.0
H 2.41794 0.89052 3.27726 -0.5 0.0 -0.1
H 1.16038 5.06087 -0.41001 -0.1 0.4 0.5
H -3.98804 -0.51728 -1.61943 0.2 -0.3 -0.1
H -4.42102 0.05422 4.16236 -0.3 -0.2 0.0
H 0.67394 3.48726 -0.30342 0.1 -0.5 0.5
H -5.41671 -0.39103 -0.64574 -0.3 -0.3 -0.1
H -5.34005 -1.59262 -3.50313 -0.1 0.1 0.0
H 4.00143 0.36523 5.05663 -0.1 -0.2 -0.2
H -0.96173 -2.17975 5.86291 -0.5 0.3 -0.3
H -0.29680 2.64801 1.55561 0.0 0.3 0.4
H 0.13561 -3.89549 -3.29056 -0.4 -0.1 0.0
H 2.56912 -4.74439 -1.58577 0.2 -0.6 0.2
H 3.26148 1.65783 6.01536 0.2 -0.3 0.3
H 2.91627 -0.14713 -2.65724 0.1 0.1 0.0
H -3.86444 2.22723 2.98684 0.1 -0.1 0.1
H 2.30215 0.22217 5.68991 0.1 -0.2 -0.1
H -1.80133 2.13223 -4.17270 -0.1 -0.1 0.3
H -1.90761 -3.30560 -4.81747 -0.2 -0.1 0.4
H 0.44149 -3.71726 4.59944 -0.3 -0.1 0.1
H 0.33111 1.85060 -3.08802 0.1 0.1 0.1
H 0.62030 -2.21525 -3.52393 -0.2 -0.1 0.3
H -1.67802 4.85061 -2.87222 0.3 0.2 -0.2
H -1.57779 2.60092 -2.42548 -0.4 -0.3 -0.2
H 4.95092 1.02062 -3.65914 -0.3 0.0 0.1
H -1.01314 6.03233 0.34435 -0.2 0.2 0.3
H -1.58181 4.42502 0.13039 0.0 -0.2 0.2
H 4.40652 2.15728 3.13570 0.0 0.0 0.0
H 1.27618 -1.33507 2.85573 -0.6 -0.1 -0.1
H -5.67780 0.51323 2.98348 0.1 0.1 0.0
H 4.88008 -5.06343 -0.62412 0.1 -0.1 0.0
H -2.50376 -0.73233 -4.69378 -0.3 -0.5 -0.3
H 3.50412 -2.25798 -2.33659 -0.1 0.2 0.0
H -0.95709 -2.57447 2.44553 0.4 0.3 0.1
H -2.03049 5.23866 1.61899 0.2 0.2 0.2
H -1.18869 -1.16780 -5.88352 -0.2 0.0 -0.1
H 5.47765 -0.35390 -2.67924 0.1 -0.1 0.0
H 5.34296 -0.47640 -4.46445 0.3 -0.1 0.2
H -1.87077 0.51329 2.25881 0.2 -0.1 0.2
H 0.91037 2.67775 3.59831 0.0 -0.2 0.2
```
Forces are in eV/Å.



(2)
# C28H54Cl22FNO2

A cluster of 12 separate species, C28H54Cl22FNO2 in total in a non-equilibrium geometry (wB97M-V/def2-TZVPD, the Open Molecules 2025 dataset).

Properties
- LUMO level (eV) = -0.47
- highest occupied orbital energy (eV) = -8.156
- total energy (eV) = -313703.1957
- frontier orbital gap (Ha) = 0.2826
- max |F| (eV/Å) = 8.4
- structure (SMILES) = C=CNC(=O)OC[C@H](C)F.ClCCCl.ClCCCl.ClCCCl.ClCCCl.ClCCCl.ClCCCl.ClCCCl.ClCCCl.ClCCCl.ClCCCl.ClCCCl

Structure (XYZ):
```
108
Properties=species:S:1:pos:R:3:forces:R:3
Cl 0.79159 6.36515 3.00841 0.2 -0.1 -0.2
Cl 6.76690 -5.32496 0.25527 0.2 -0.1 0.0
Cl 3.24517 7.56912 0.95188 0.0 0.0 0.0
Cl -4.17249 5.97529 5.28292 -0.1 0.1 0.0
Cl -8.52513 -2.87700 -8.22027 -0.1 0.0 0.0
Cl 3.17487 1.91260 4.62650 0.1 -0.2 0.3
Cl -7.54434 -5.75601 -6.65556 -0.1 -0.1 -0.2
Cl -1.69610 8.21640 4.54548 -0.1 0.1 0.0
Cl -7.59362 -4.20651 -3.58466 0.0 0.1 0.2
Cl -2.74434 -3.73563 -6.08572 -0.1 0.0 0.0
Cl 6.66585 1.07296 8.45993 0.0 0.1 0.1
Cl 9.66077 -3.51689 0.02012 0.0 0.0 0.0
Cl 2.03178 -2.67120 3.19551 0.1 -0.3 0.1
Cl 1.83326 -4.78710 -6.87982 0.0 0.1 0.0
Cl -1.73911 0.97409 -3.77826 0.1 0.0 0.1
Cl -10.04720 -5.41049 -1.52813 0.0 0.0 0.0
Cl 4.86274 -1.85913 1.45623 0.0 0.1 0.0
Cl 4.63320 -1.17971 10.03876 0.0 0.0 0.0
Cl -2.37173 3.28636 -1.33856 0.0 0.3 -0.4
Cl 0.85248 -1.90809 -8.44453 0.3 0.1 -0.2
Cl -3.72513 -0.85663 -7.65042 -0.1 0.0 -0.1
Cl 4.15566 -0.96640 6.19120 0.0 0.0 0.0
F -4.01332 0.68176 0.43972 0.7 2.0 2.3
O -1.55715 3.05109 2.10073 3.0 -1.2 1.2
O -0.49653 2.78844 4.24593 0.9 0.9 -8.3
N 1.08699 2.82803 2.38162 -0.7 -1.1 -0.2
C -10.05936 -3.87275 -2.42631 0.0 0.3 -0.1
C -2.93545 3.32737 -3.02736 -0.1 0.0 -0.3
C 7.12723 -4.02362 -0.90584 0.1 0.3 -0.3
C -2.25103 -1.10232 -6.68182 0.3 -0.1 0.3
C -2.02162 1.79505 1.49323 0.6 -1.4 -1.6
C 8.59052 -4.00918 -1.31715 -0.1 -0.1 -0.2
C 1.48632 7.79086 0.76919 -0.3 0.0 0.0
C 0.77944 7.90288 2.11022 0.0 0.3 -0.2
C -7.05103 -3.12269 -7.25166 0.4 0.0 0.2
C 6.25045 -1.48668 9.35921 0.2 -0.1 -0.1
C -3.22405 1.93745 -3.57091 -0.4 0.2 0.0
C -1.69131 -2.50745 -6.83325 0.0 0.2 -0.1
C 2.87730 -3.67616 1.99084 0.1 -0.1 -0.2
C -2.49189 5.60459 4.82500 0.4 -0.1 -0.1
C -3.62327 1.49006 1.65529 0.9 -1.7 0.9
C -1.51082 6.63860 5.35313 0.0 -0.5 0.3
C -6.49131 -4.52783 -7.40310 0.2 0.2 -0.1
C 1.70969 0.24938 1.99337 -0.3 2.2 -0.5
C -0.33347 2.87188 2.89741 -0.4 -0.8 6.7
C 1.36796 1.61784 1.51933 -0.5 -2.5 -0.4
C 2.88629 -3.55892 -7.62736 0.2 0.1 -0.1
C 7.17019 -0.28450 9.49870 0.1 -0.3 0.2
C 2.32657 -2.15379 -7.47592 0.3 0.0 0.2
C 4.64897 1.66691 5.59510 0.4 0.0 0.2
C -9.35247 -3.98478 -3.76735 -0.3 0.0 -0.1
C 5.20869 0.26178 5.44367 0.2 0.2 -0.2
C 4.38349 -3.47514 2.03097 -0.2 -0.5 0.1
C -3.76693 0.44348 2.94582 -0.4 0.9 -0.4
H -5.52039 -4.59784 -6.90378 -0.2 0.1 0.0
H 5.38269 2.39921 5.24566 -0.1 -0.2 0.0
H 6.17961 0.19177 5.94299 -0.3 0.1 -0.1
H 7.20943 0.07493 10.53198 -0.1 0.0 -0.3
H 1.79483 2.90065 3.17168 -1.9 0.0 -1.0
H 3.85721 -3.62893 -7.12804 -0.2 0.1 0.0
H -2.44668 5.52670 3.73393 0.0 0.1 0.3
H 0.95630 -0.66143 1.83134 2.4 1.9 -1.2
H -1.51731 -0.37002 -7.03126 -0.1 -0.2 0.0
H 1.34177 8.71018 0.19398 0.0 -0.1 0.2
H 8.91918 -4.99158 -1.67111 -0.1 0.2 0.2
H 1.09831 6.95529 0.17785 0.1 0.1 0.2
H -9.49702 -3.06546 -4.34256 0.0 -0.1 0.2
H 1.25265 1.76478 0.34078 -1.1 -0.4 2.9
H -3.02780 0.84703 3.76139 -1.5 -0.8 -1.4
H -4.29235 2.44468 1.75760 1.3 -1.9 -0.5
H 6.66639 -2.33854 9.90514 0.0 0.2 0.0
H -7.28879 -2.89407 -6.20776 0.0 -0.2 -0.2
H 8.74306 -3.28822 -2.12577 -0.1 -0.1 0.2
H -3.90107 1.38093 -2.91491 0.3 0.1 0.0
H -2.17834 3.84467 -3.62546 -0.1 -0.2 0.2
H -1.62898 6.79262 6.43050 -0.1 0.0 -0.3
H -3.43655 -0.64712 2.62360 -0.8 2.4 0.6
H -1.55235 -2.77444 -7.88578 -0.2 0.0 0.4
H 2.63423 -4.71761 2.22154 0.1 0.2 0.0
H -3.69206 2.01285 -4.55691 0.1 0.1 0.1
H -4.88633 0.46405 3.35911 2.6 -0.2 -0.9
H -11.10873 -3.60472 -2.58025 0.2 -0.1 -0.1
H 6.49623 -4.19810 -1.78226 0.2 0.0 0.1
H 4.41121 1.89553 6.63901 0.0 -0.2 -0.3
H 3.02526 -3.82591 -8.67988 -0.1 0.1 0.2
H -2.48879 -0.87370 -5.63791 0.0 -0.2 -0.3
H 2.71587 0.01279 2.54483 -2.8 0.7 0.1
H 2.46575 -3.44161 1.00392 0.1 0.1 0.2
H -2.25893 4.62196 5.24558 0.1 0.2 -0.1
H -1.78586 1.87248 0.33110 -0.5 -0.5 2.7
H 4.78076 -3.60725 3.04254 -0.2 0.1 -0.2
H -6.35235 -4.79482 -8.45562 -0.1 0.1 0.2
H 2.08881 -1.92516 -6.43202 0.0 -0.1 -0.2
H -9.60213 -3.10594 -1.79269 0.0 -0.2 -0.2
H -3.84883 3.92925 -3.04134 0.1 -0.2 0.0
H -9.74049 -4.82035 -4.35869 0.1 0.1 0.2
H -6.31731 -2.39040 -7.60110 -0.1 -0.2 0.0
H 5.34765 -0.00521 4.39114 -0.2 0.1 0.2
H -0.48475 6.30730 5.16782 -0.3 0.0 0.0
H 4.87329 -4.20179 1.37615 -0.2 0.2 0.1
H 3.06029 -1.42149 -7.82536 -0.1 -0.2 0.0
H -0.72039 -2.57746 -6.33394 -0.3 0.0 -0.1
H -0.26993 8.17092 1.95629 0.2 -0.1 0.0
H 6.12825 -1.78109 8.31187 -0.1 0.2 0.2
H -1.37719 0.91007 1.96437 -1.7 1.7 -1.1
H 6.82629 -3.07283 -0.45421 0.1 -0.2 0.0
H 8.18560 -0.55505 9.19430 -0.2 0.0 0.0
H 1.23667 8.66969 2.74385 0.0 -0.2 -0.1
```
Forces are in eV/Å.



(3)
# C3H2CsFO2

A structure of composition C3H2CsFO2 in a non-equilibrium geometry (wB97M-V/def2-TZVPD, the Open Molecules 2025 dataset).

Properties
- LUMO level (eV) = -1.15
- highest occupied orbital energy (eV) = -5.317
- total energy (eV) = -10501.1951
- frontier orbital gap (Ha) = 0.1532
- max |F| (eV/Å) = 1.7
- energy relative to the best compared isomer or geometry (same formula, charge and spin) (kcal per mole) = 0.0

Structure (XYZ):
```
9
Properties=species:S:1:pos:R:3:forces:R:3
Cs 2.20276 -1.15945 -0.50684 -1.1 0.1 0.1
F -3.38811 0.94138 -0.39844 0.3 0.3 0.3
O -1.29344 -1.00897 -0.44474 0.3 -0.7 -0.2
O -0.42596 2.60437 1.57838 1.1 -0.8 -0.6
C -2.33102 -1.05184 0.34049 1.1 1.2 0.7
C 0.40567 1.98263 1.12380 -1.1 0.7 0.6
C -3.22789 -0.05629 0.54283 -0.5 -0.6 -0.3
H -3.96352 -0.01072 1.34392 0.0 -0.2 -0.4
H -2.41576 -1.85736 1.09850 0.0 0.0 -0.1
```
Forces are in eV/Å.